This record from the OMol25 dataset describes a molecular structure, C45H37AsF5IrN2O2P. The level of theory is wB97M-V/def2-TZVPD.

Geometry as XYZ:
```
94
C45H37AsF5IrN2O2P | the OMol25 dataset | wB97M-V/def2-TZVPD
Ir -0.419 0.127 0.530
F 3.156 1.349 -3.214
C 2.782 0.496 -2.260
C 1.526 0.644 -1.694
C 1.147 -0.231 -0.699
C 1.995 -1.258 -0.284
C 3.245 -1.363 -0.886
F 4.092 -2.325 -0.494
C 3.664 -0.497 -1.872
C 1.496 -2.103 0.785
C 1.867 -3.422 1.032
C 1.245 -4.119 2.050
C 0.285 -3.481 2.829
C -0.042 -2.180 2.526
N 0.528 -1.513 1.518
H 0.883 1.448 -2.032
H 4.646 -0.590 -2.313
H 2.629 -3.896 0.433
H 1.502 -5.154 2.232
H -0.209 -3.985 3.647
H -0.771 -1.631 3.111
F -5.374 4.877 -1.118
C -4.782 4.821 0.080
F -5.733 4.572 0.995
F -4.269 6.027 0.347
C -3.715 3.755 0.123
C -3.261 3.295 1.348
C -2.302 2.307 1.361
N -1.816 1.778 0.239
C -2.217 2.254 -0.938
C -3.169 3.247 -1.043
H -3.646 3.698 2.274
H -1.893 1.938 2.294
H -1.747 1.837 -1.816
H -3.464 3.621 -2.012
C -2.334 -3.029 0.494
C -3.376 -3.937 -0.183
As -5.250 -3.563 0.339
C -5.194 -4.228 2.176
C -6.378 -4.102 2.902
C -6.466 -4.574 4.202
C -5.361 -5.162 4.804
C -4.177 -5.286 4.095
C -4.092 -4.820 2.788
C -6.152 -5.094 -0.466
C -7.151 -4.828 -1.397
C -7.927 -5.860 -1.908
C -7.712 -7.161 -1.481
C -6.709 -7.435 -0.559
C -5.934 -6.405 -0.049
P -1.994 -1.430 -0.341
C -3.648 -0.715 -0.520
C -4.232 -0.260 0.665
C -5.499 0.292 0.660
C -6.189 0.413 -0.540
C -5.614 -0.035 -1.720
C -4.347 -0.603 -1.715
C -1.422 -1.922 -1.996
C -0.880 -3.179 -2.248
C -0.343 -3.474 -3.494
C -0.350 -2.522 -4.501
C -0.865 -1.257 -4.251
C -1.383 -0.956 -3.003
H -1.367 -3.534 0.554
H -2.631 -2.804 1.522
H -3.160 -4.975 0.079
H -3.324 -3.868 -1.270
H -7.238 -3.635 2.434
H -7.395 -4.480 4.750
H -5.424 -5.521 5.823
H -3.316 -5.754 4.557
H -3.160 -4.945 2.249
H -7.325 -3.806 -1.714
H -8.708 -5.646 -2.626
H -8.333 -7.964 -1.857
H -6.542 -8.451 -0.226
H -5.165 -6.623 0.684
H -3.681 -0.343 1.598
H -5.950 0.632 1.583
H -7.174 0.859 -0.554
H -6.155 0.059 -2.652
H -3.914 -0.956 -2.641
H -0.860 -3.940 -1.479
H 0.086 -4.451 -3.673
H 0.055 -2.760 -5.475
H -0.850 -0.501 -5.025
H -1.752 0.042 -2.800
C 2.547 3.120 1.075
C 1.105 2.733 0.801
O 0.414 3.435 0.088
O 0.716 1.627 1.413
H 2.552 3.982 1.742
H 3.007 3.418 0.134
H 3.096 2.299 1.529
```

Values from the calculation:
Charge: +1
Energy relative to the best compared isomer or geometry (same formula, charge and spin) in kcal per mole: 46.7
E_LUMO in hartree: -0.1263
Orbital gap in eV: 7.2
HOMO level in eV: -10.67


This record from the OMol25 dataset describes a single C3H9NO molecule. The level of theory is wB97M-V/def2-TZVPD.

Geometry as XYZ:
```
14
C3H9NO | the OMol25 dataset | wB97M-V/def2-TZVPD
N 0.935 -2.389 -0.621
C 0.463 -0.951 -0.844
C -0.130 -0.291 0.399
C 0.067 1.186 0.608
O -0.605 2.088 -0.340
H 1.684 -2.532 0.183
H 0.086 -2.896 -0.271
H 1.415 -0.411 -1.125
H -0.371 -0.824 -1.652
H 0.029 -0.881 1.270
H -1.181 -0.396 0.455
H 1.096 1.363 0.536
H -0.220 1.503 1.640
H -0.833 2.932 0.095
```

Values from the calculation:
SMILES: NCCCO
Charge: 0
Energy relative to the best compared isomer or geometry (same formula, charge and spin) in kcal per mole: 45.0
E_LUMO in hartree: 0.0332
Orbital gap in eV: 10.3
HOMO level in eV: -9.39


This record from the OMol25 dataset describes a single C2H3O2P molecule. The level of theory is wB97M-V/def2-TZVPD.

Geometry as XYZ:
```
8
C2H3O2P | the OMol25 dataset | wB97M-V/def2-TZVPD
C 0.298 -0.966 -1.273
C -0.293 -0.123 -0.394
O 0.113 0.450 0.769
P -0.506 1.500 2.016
O 0.617 1.723 2.930
H -0.286 -1.157 -2.166
H 1.207 -1.619 -1.079
H -1.149 0.193 -0.804
```

Values from the calculation:
SMILES: C=COP=O
Charge: 0
Energy relative to the best compared isomer or geometry (same formula, charge and spin) in kcal per mole: 10.7
E_LUMO in hartree: -0.0290
Orbital gap in eV: 8.8
HOMO level in eV: -9.57


This record from the OMol25 dataset describes a molecular structure, C3H4MnO3. The level of theory is wB97M-V/def2-TZVPD.

Geometry as XYZ:
```
11
C3H4MnO3 | the OMol25 dataset | wB97M-V/def2-TZVPD
O 1.856 -1.033 0.660
C 0.719 -1.340 0.941
C -0.352 -1.874 0.360
H -0.212 0.542 0.874
H -0.497 -2.954 0.419
H -0.809 -1.202 -0.396
O 0.672 2.253 -0.208
C -0.454 1.513 -0.015
O -0.757 0.846 -1.167
Mn 1.137 1.066 -1.721
H -1.303 2.184 0.252
```

Values from the calculation:
<S²>: 12.004
Charge: -1
Energy relative to the best compared isomer or geometry (same formula, charge and spin) in kcal per mole: 50.1
E_LUMO (spin up / spin down) in hartree: 0.1279 / 0.1259
Orbital gap (spin up / spin down) in eV: 5.5 / 7.4
HOMO level (spin up / spin down) in eV: -2.02 / -3.99
Spin multiplicity: 7


This record from the OMol25 dataset describes a molecular structure, C9H17MoN2O2Se. The level of theory is wB97M-V/def2-TZVPD.

Geometry as XYZ:
```
32
C9H17MoN2O2Se | the OMol25 dataset | wB97M-V/def2-TZVPD
Mo -0.476 -0.619 -0.890
C 3.472 -2.232 -0.286
C 2.052 -1.806 -0.135
N 1.405 -1.122 -1.105
O 2.151 -0.856 -2.262
C 1.265 -2.073 0.997
C 1.708 -2.799 2.220
N 0.012 -1.575 0.875
O -0.861 -1.722 1.792
H 3.749 -2.285 -1.334
H 3.624 -3.209 0.176
H 4.150 -1.525 0.205
H 1.430 -0.802 -2.926
H 2.240 -3.722 1.970
H 0.826 -3.048 2.808
H 2.371 -2.194 2.847
Se -1.377 -1.192 -3.001
C -2.859 1.051 -0.323
C -1.661 2.005 -0.187
C -1.691 2.643 1.205
C -1.764 3.096 -1.254
C -0.349 1.216 -0.310
H -3.793 1.528 -0.008
H -2.728 0.177 0.327
H -2.979 0.715 -1.352
H -2.612 3.225 1.340
H -0.838 3.315 1.346
H -1.647 1.872 1.979
H -2.696 3.665 -1.149
H -1.737 2.650 -2.250
H -0.927 3.797 -1.167
H 0.540 1.828 -0.149
```

Values from the calculation:
<S²>: 2.161
Charge: -1
E_LUMO (spin up / spin down) in hartree: 0.1175 / 0.1145
Orbital gap (spin up / spin down) in eV: 6.2 / 6.8
HOMO level (spin up / spin down) in eV: -2.97 / -3.71
Spin multiplicity: 3


This record from the OMol25 dataset describes a single C6H11N5 molecule. The level of theory is wB97M-V/def2-TZVPD.

Geometry as XYZ:
```
22
C6H11N5 | the OMol25 dataset | wB97M-V/def2-TZVPD
C 1.395 -1.344 -2.263
C 1.108 0.398 -0.576
C -1.736 -0.136 0.170
C -0.783 1.577 1.761
C 1.436 -1.194 1.097
C -0.630 0.090 1.226
N 0.666 -1.688 -3.361
N 0.777 -0.255 -1.741
N -0.278 -0.768 -3.494
N -0.214 0.161 -2.605
N 0.658 -0.230 0.683
H 0.780 1.564 -0.528
H 2.160 0.548 -0.462
H -2.165 -1.130 0.435
H -2.475 0.572 0.112
H -1.434 -0.284 -0.811
H -1.689 1.848 2.219
H -0.484 2.135 0.941
H 0.005 1.560 2.501
H 1.124 -1.649 2.020
H 2.380 -1.229 0.629
H -0.601 -0.547 2.045
```

Values from the calculation:
Charge: 0
Energy relative to the best compared isomer or geometry (same formula, charge and spin) in kcal per mole: 152.8
E_LUMO in hartree: -0.0642
Orbital gap in eV: 5.8
HOMO level in eV: -7.55